No. 1
ORCA calculation (the ωB97M-V functional and the def2-TZVPD basis) on a structure of composition C34H33N5O6Y in a non-equilibrium geometry.

* relative energy (zero: lowest compared OMol25 entry of this formula, charge and spin): 1.8 kJ/mol
* charge: +1
* electronic energy: -2078.9474 Ha
* E_HOMO: -10.054 eV

Positions of all 79 atoms, in Å:
C -1.022127 3.827421 3.956152
H -2.259658 -4.662583 3.855284
H 0.342934 -1.316074 5.713476
C 3.012495 3.035025 2.939622
C 2.073116 3.243167 -1.258334
H 3.162456 -2.325152 -0.620880
C -2.361090 -3.585837 -2.722762
C 0.088795 0.467275 -1.849325
N 1.032935 3.127427 -0.420586
C -1.417479 -2.261424 2.991681
N -1.423324 -1.719462 -1.555262
H -3.150163 -5.296875 -3.741957
H -0.791763 3.877039 0.187292
C -3.709445 -3.008065 -4.594085
H -4.572263 -3.597073 -4.279657
C 1.922969 0.122716 -3.393752
H -3.729349 -4.557349 2.852813
H -2.068576 3.976849 4.178808
H -0.274604 5.204584 5.428909
C 0.127499 1.647369 -3.948166
C -2.516939 -4.944199 -2.941470
C -1.857169 -5.857114 -2.122217
N -0.478115 0.176291 -0.558550
C 2.130339 4.233711 -2.224498
H -1.997627 -2.356819 0.656944
H 1.388718 0.143047 4.051704
Y 1.139271 1.000037 0.883356
C -1.035579 -5.407900 -1.106864
H 3.807142 1.617088 1.796089
H -4.046956 -2.096585 -5.076408
O 3.010168 1.288528 -0.263563
C 0.015048 -1.342910 4.682017
C 3.228002 2.258399 -1.107083
C 2.993814 -1.699833 -1.491960
H -3.096846 -3.584569 -5.289682
C 1.299208 -0.152724 -2.186929
H -1.423764 1.831495 -2.454853
O 1.779415 -0.995550 -1.234414
C -0.818284 -1.410858 2.043358
H 1.072676 5.885733 -3.095341
H -1.389026 2.352018 2.442617
C -1.044017 -1.017647 -0.454427
C 0.595421 -0.527418 3.729178
C 0.022537 3.993414 -0.518846
H -1.452106 -2.868360 5.049955
C 1.299439 4.244005 4.340962
H 2.099414 4.729046 4.884447
H 3.815987 -0.992510 -1.611635
N 0.635758 2.704114 2.657118
O -2.396846 -3.086200 2.514946
H -1.987218 -6.916783 -2.294868
H 2.862736 -0.342749 -3.651991
C 0.205590 -0.544697 2.376799
H 1.814191 1.248531 -5.208116
C 1.325961 1.026990 -4.268089
H -1.550929 -1.196436 -2.407486
O 3.030729 1.735893 2.357783
H -0.203481 -3.709292 -0.108357
H 2.887468 -2.322248 -2.380990
N -1.343543 -1.590200 0.723805
H 3.664409 3.083940 3.812534
H -0.331855 2.350235 -4.629855
O 4.245848 2.453851 -1.730453
H 3.007420 4.284364 -2.853757
C -0.023569 4.500822 4.646312
C -3.005646 -3.989567 3.428494
C 1.594146 3.337220 3.333243
C -1.547218 -3.126965 -1.677432
C 1.066666 5.111234 -2.339005
H -0.508188 -6.109245 -0.474885
H -0.858852 5.660227 -1.526766
C -0.009351 4.994259 -1.471732
H -3.512848 -3.447030 4.228304
C -0.644299 2.930423 2.979537
C -0.488976 1.359761 -2.735265
O -2.938517 -2.603136 -3.467860
C -1.002201 -2.223563 4.309079
C -0.870331 -4.043517 -0.891369
H 3.359420 3.772949 2.209153

Force components x, y, z for each atom (eV/Å):
C 0.02 -0.01 0.00
H -0.03 -0.03 0.01
H -0.01 0.00 0.00
C -0.01 -0.02 -0.13
C -0.06 0.12 -0.05
H 0.02 -0.02 0.00
C -0.08 0.07 -0.02
C -0.24 -0.06 0.09
N 0.06 -0.11 0.07
C -0.08 0.00 0.08
N 0.15 -0.11 0.08
H 0.01 -0.02 0.01
H 0.00 -0.03 0.00
C 0.09 0.00 0.08
H -0.02 -0.01 -0.03
C -0.12 0.11 -0.02
H -0.01 -0.02 0.00
H 0.01 0.01 0.01
H 0.00 -0.01 -0.01
C 0.00 -0.05 0.09
C 0.04 -0.04 0.03
C -0.05 0.09 -0.06
N 0.02 -0.17 -0.22
C 0.01 -0.04 0.02
H 0.01 -0.06 0.07
H 0.01 -0.01 -0.02
Y 0.71 0.72 -0.21
C 0.02 0.01 0.05
H 0.08 0.10 -0.10
H 0.00 0.02 0.02
O 0.19 0.34 -0.22
C -0.11 -0.07 -0.12
C 0.03 -0.21 0.31
C -0.01 0.24 -0.07
H -0.03 -0.01 -0.02
C 0.11 -0.10 -0.05
H 0.00 0.00 -0.03
O -0.17 -0.24 0.28
C -0.24 -0.26 -0.14
H 0.02 -0.01 0.01
H 0.02 -0.01 -0.02
C -0.14 -0.06 0.35
C -0.02 -0.09 0.09
C 0.00 0.05 -0.08
H -0.01 0.00 -0.02
C 0.08 -0.01 0.01
H 0.01 0.00 -0.02
H 0.03 -0.04 0.00
N -0.24 -0.22 -0.14
O -0.05 -0.03 0.01
H 0.00 0.01 0.00
H 0.01 0.02 0.00
C -0.03 -0.09 0.07
H 0.00 -0.01 0.01
C 0.01 0.01 -0.01
H 0.04 0.01 -0.05
O -0.10 -0.21 0.15
H -0.01 0.06 -0.01
H 0.01 -0.02 0.00
N 0.05 0.13 0.00
H 0.01 -0.05 0.01
H 0.03 -0.01 -0.03
O 0.03 -0.04 -0.09
H -0.02 0.00 -0.02
C -0.06 0.02 0.04
C 0.10 0.09 -0.05
C -0.09 0.11 0.03
C -0.07 0.14 -0.06
C -0.01 0.09 -0.09
H 0.00 -0.01 -0.02
H 0.02 0.02 0.00
C 0.01 -0.06 0.05
H -0.02 -0.02 0.01
C 0.02 0.02 0.04
C -0.02 0.08 0.00
O -0.04 -0.03 -0.08
C 0.10 0.06 0.07
C 0.05 -0.09 0.03
H -0.01 0.04 0.02


No. 2
ORCA calculation (the ωB97M-V functional and the def2-TZVPD basis) on a structure of composition C34H33N7O3S5Ti in a non-equilibrium geometry.

* relative energy (zero: lowest compared OMol25 entry of this formula, charge and spin): 0.0 kJ/mol
* charge: -2
* electronic energy: -4765.0205 Ha
* E_HOMO (alpha / beta): -0.007 / -0.031 eV

Positions of all 83 atoms, in Å:
C -1.946743 -3.993522 -0.077548
C 1.482118 -1.266685 3.007649
H -0.582782 -3.161930 1.369749
H -0.433044 0.276277 -3.345513
H 4.981793 -2.053791 0.006741
C 2.866281 -0.380796 1.223522
H -2.640821 -4.618253 -6.329047
C 0.879564 2.288496 5.555539
N -0.442266 -1.883280 -3.425226
H 4.935858 -1.879257 1.767912
H -3.397582 0.243109 -1.942161
N -5.296011 -3.096338 -7.976750
N -1.707427 1.072968 -1.013104
C -1.402048 2.423268 4.870022
C -0.058540 -0.651605 -2.950023
N 2.788448 -0.901680 2.488787
C -1.448956 -2.134255 -4.354364
H 1.562918 -2.219813 3.540326
C 0.244513 -2.817860 -2.659173
C -1.438664 -1.627087 0.176140
H 6.110234 -0.955230 0.820202
H 1.622480 -2.461616 -0.994526
H -0.784837 2.534195 6.920305
H 3.933313 -0.280136 -1.407021
C -2.878364 2.666969 0.322359
C -2.333954 -1.301567 -0.898607
Ti -0.218460 1.090949 0.339707
H -3.147360 2.400994 -1.821569
H -3.770020 2.058536 0.517934
H -2.972930 2.848983 2.824688
S 1.050683 2.778418 -0.959843
C 0.992545 -2.097404 -1.789268
H 4.205241 -1.543479 3.919571
N 4.147373 -0.247513 0.701589
C 0.782575 5.025649 0.731664
C -2.858474 -3.689663 -1.092431
C -2.346796 -1.122987 -4.708036
H -2.299682 -0.164060 -4.212641
C -4.472723 -2.887017 -7.198985
H 4.607015 -0.036530 3.061909
C 3.796585 -0.620672 3.491029
S -0.786599 5.616043 0.315180
O 1.898378 -0.047829 0.562364
H -3.421167 -4.481651 -1.576050
S 4.329132 5.317890 3.177881
C -2.554841 -3.640836 -5.873395
C -2.005186 2.454412 2.494640
C 1.503984 3.979361 0.246687
C -1.265215 -2.955055 0.551874
H 0.054203 -3.872420 -2.730003
C -2.517001 0.027790 -1.331768
H -0.868934 -4.177311 -4.683392
C -2.342306 2.383280 -1.074939
H 5.222597 0.772524 -0.755829
N -1.810957 2.265397 1.246991
H 3.349591 -0.039076 4.301647
C 3.069333 4.999254 2.106946
H 1.629808 2.334194 6.337967
C -0.477242 2.409551 5.890053
C -3.051884 -2.379476 -1.480138
H -1.603190 3.147652 -1.319324
H -1.788198 -5.018465 0.237306
H 2.334508 2.101212 3.985091
C -3.335772 -1.372190 -5.637509
S 1.611640 5.891021 2.027930
C 5.087466 -1.340183 0.836374
O -0.816113 -0.654021 0.834122
C -3.449452 -2.629896 -6.229926
S 3.076244 3.737608 0.966231
H -4.038228 -0.591399 -5.897130
H -3.767642 -2.150504 -2.265044
C -1.563416 -3.393435 -4.948113
H -3.098463 3.727987 0.458520
H 3.505779 1.240496 -0.632630
H 1.109524 -0.509225 3.701738
C 0.343299 2.070989 3.189057
C -1.024020 2.261489 3.531475
H 0.770023 -1.355661 2.190707
O 0.736122 1.872989 1.984790
N 0.806771 -0.745968 -1.987376
H -2.453955 2.579333 5.091263
C 1.284803 2.140490 4.252118
C 4.205485 0.408825 -0.597925

Force components x, y, z for each atom (eV/Å):
C 0.06 0.02 0.07
C 0.00 -0.02 -0.01
H 0.01 0.01 0.00
H 0.00 0.01 -0.01
H 0.00 0.01 0.00
C 0.20 0.18 -0.05
H 0.00 0.00 0.00
C 0.05 0.01 -0.01
N -0.09 0.00 -0.01
H 0.02 0.00 -0.08
H 0.02 0.02 0.03
N 0.04 0.00 0.02
N 0.85 0.06 0.63
C 0.01 0.02 0.01
C -0.05 0.00 0.03
N -0.05 0.04 0.06
C 0.06 0.00 0.06
H -0.01 0.00 0.00
C 0.06 -0.03 0.01
C -0.17 -0.04 -0.24
H 0.00 0.00 0.01
H 0.01 0.00 0.01
H 0.00 0.00 0.00
H 0.01 -0.01 0.00
C 0.01 -0.01 0.03
C 0.02 0.01 0.05
Ti -0.59 -0.28 -0.18
H -0.01 0.00 0.04
H 0.02 0.00 -0.02
H 0.01 0.02 -0.02
S -0.06 0.15 0.03
C -0.04 -0.04 -0.01
H 0.00 0.00 0.00
N -0.04 0.04 -0.06
C -0.07 -0.01 -0.01
C -0.01 0.06 -0.02
C -0.03 0.02 -0.02
H 0.00 0.00 0.01
C -0.09 0.00 -0.04
H -0.03 0.01 0.03
C -0.01 0.01 0.03
S 0.01 -0.01 0.01
O -0.23 -0.29 -0.10
H 0.00 0.00 0.00
S -0.03 -0.02 -0.03
C 0.03 0.02 0.03
C 0.07 0.02 -0.07
C 0.07 -0.03 -0.06
C -0.02 -0.06 0.00
H 0.00 -0.01 0.00
C -0.16 -0.09 -0.16
H 0.00 0.00 0.00
C 0.03 0.03 -0.13
H 0.00 0.01 0.00
N -0.15 -0.02 -0.01
H -0.01 -0.01 0.01
C 0.05 0.02 0.05
H 0.00 0.00 0.00
C -0.05 0.00 -0.01
C 0.02 -0.03 0.01
H 0.00 -0.01 0.00
H 0.00 -0.01 0.00
H 0.00 0.00 0.00
C 0.03 -0.01 0.02
S 0.01 0.00 -0.01
C 0.03 -0.04 0.01
O 0.29 0.37 0.06
C 0.01 0.00 -0.01
S 0.02 0.00 0.03
H 0.00 0.00 0.00
H -0.01 -0.01 -0.01
C -0.02 -0.02 -0.02
H -0.02 -0.01 -0.01
H 0.00 -0.01 0.01
H -0.01 0.02 0.01
C -0.11 0.12 0.08
C 0.03 0.02 0.02
H 0.03 0.01 0.03
O -0.04 -0.36 0.04
N 0.03 0.10 -0.07
H 0.00 0.00 0.00
C 0.01 0.03 -0.06
C -0.01 0.00 0.00


No. 3
ORCA calculation (the ωB97M-V functional and the def2-TZVPD basis) on a structure of composition C34H34BrCeN4O in a non-equilibrium geometry.

* charge: +3
* electronic energy: -4658.5918 Ha
* E_HOMO (alpha / beta): -16.305 / -16.305 eV

Positions of all 75 atoms, in Å:
C -7.951010 -0.336928 0.065292
C 2.761578 -3.542447 2.294584
C 2.495241 0.203690 -1.197434
C -1.620571 -6.621159 -0.035858
C -2.291995 -6.823037 1.328919
H -6.686849 -3.373046 1.176742
Br 3.577195 2.692215 -5.664162
H -5.821494 0.972607 0.121342
H -7.053930 -1.931995 2.143521
H 4.619025 -3.642065 1.253662
H -7.141147 -1.748657 -2.195150
H -2.762699 -8.173867 -1.011355
C -7.351011 -2.342032 -1.303789
C 2.826091 1.455856 -3.254264
H -3.276238 -6.357680 1.391769
H -0.353141 3.577076 -2.749627
H 3.738264 0.887045 -3.388596
H -3.522570 -6.586988 -1.128565
C -0.542732 -2.442074 3.612888
H 3.513110 -0.145029 -1.363413
H -7.828106 0.326420 -0.793415
H -2.120928 -6.978701 -2.140190
C 1.541495 -2.840831 2.451332
C 2.202967 -1.347423 0.645344
H -3.327444 -4.514007 0.360411
H -1.267853 -2.670878 4.380669
C 3.672226 -3.131606 1.362979
C -4.584232 -2.167212 -0.133825
C -1.373632 -5.144278 -0.284463
H 0.130124 -7.434960 -1.073193
H -1.598184 -0.691513 2.935973
C -0.175024 -4.655683 -0.808284
H -1.671632 -6.441246 2.143555
C 1.331192 3.179783 -4.022000
C 2.026657 1.214039 -2.131044
C 0.528278 2.972939 -2.922310
H -8.987603 -0.670982 0.067635
N 1.789775 -0.293603 -0.232769
C -3.777975 0.410042 0.028739
C -3.249238 -1.847860 -0.136821
H 0.644939 -5.316949 -1.044159
H 4.118949 -1.747731 -0.209360
C -7.039160 -1.559078 -0.015416
H 1.080807 3.942305 -4.747270
H 0.916770 -2.923609 -1.410837
C -5.126807 0.148487 0.052942
H -6.794798 -3.278394 -1.369042
C 2.490785 2.413496 -4.197727
C -7.279081 -2.456670 1.213530
C -5.572729 -1.172812 -0.028379
C 0.852406 2.010930 -1.971699
H 0.782220 -4.054759 4.069780
H -7.796083 0.235371 0.982263
H 2.969917 -4.388937 2.936759
C -0.019103 -3.305251 -1.017560
C 0.591532 -3.193031 3.440150
H -4.883025 -3.199384 -0.240865
C 1.264605 -1.720031 1.647756
C -0.321195 -7.427124 -0.080067
C 3.381796 -2.033974 0.530207
C -0.731610 -1.328542 2.793138
H 0.413463 -7.057574 0.640113
H -3.422847 1.436585 0.077423
C -2.173046 -2.862080 -0.308449
N -0.983601 -2.400888 -0.773123
C -2.564972 -7.111153 -1.152429
N -2.841043 -0.555299 -0.055222
N 0.116053 -0.980178 1.831801
O 0.040021 1.873035 -0.898857
H -8.410869 -2.595131 -1.314098
H -0.535189 -8.464009 0.175489
Ce -0.513949 -0.002204 -0.275807
H -8.329223 -2.747100 1.239319
C -2.376381 -4.196117 -0.040469
H -2.438931 -7.889325 1.498137

Force components x, y, z for each atom (eV/Å):
C -0.03 0.02 0.00
C -0.03 0.01 -0.01
C -0.03 0.39 -0.31
C 0.01 0.04 -0.04
C 0.00 -0.01 0.07
H -0.01 0.01 0.00
Br 0.25 0.07 -0.34
H 0.01 -0.01 0.00
H 0.00 0.01 -0.01
H -0.01 0.00 0.00
H 0.00 0.01 0.01
H 0.00 0.01 0.00
C -0.01 -0.01 0.00
C 0.24 0.05 -0.22
H 0.01 0.01 -0.01
H 0.01 0.02 -0.06
H -0.02 -0.02 -0.01
H 0.01 -0.01 0.00
C 0.14 0.06 0.06
H 0.00 -0.01 -0.03
H 0.00 -0.02 0.00
H 0.00 0.00 0.01
C -0.01 -0.05 0.31
C -0.02 0.12 -0.11
H 0.00 -0.01 0.00
H 0.01 0.00 0.00
C -0.06 0.05 0.00
C -0.10 0.01 0.06
C -0.01 -0.06 -0.02
H -0.01 0.02 -0.01
H -0.04 -0.03 -0.07
C -0.02 -0.02 0.05
H 0.00 0.00 -0.02
C 0.21 -0.11 -0.07
C -0.21 0.03 0.37
C -0.17 -0.01 0.25
H 0.00 0.01 0.00
N -0.15 -0.18 0.33
C 0.10 0.01 0.05
C 0.10 -0.03 -0.10
H 0.00 -0.01 -0.01
H -0.02 -0.02 0.00
C 0.08 0.01 0.01
H -0.03 0.01 0.01
H 0.00 0.02 0.01
C -0.05 -0.03 0.00
H 0.01 0.01 0.00
C -0.25 -0.13 0.42
C -0.02 -0.01 -0.02
C -0.01 -0.07 0.00
C 0.28 -0.02 -0.41
H 0.00 0.02 -0.01
H 0.01 -0.01 0.00
H -0.01 0.01 0.00
C 0.02 0.12 -0.08
C 0.00 -0.02 -0.03
H -0.01 0.00 0.00
C 0.16 0.08 0.00
C 0.01 -0.02 0.01
C 0.15 -0.08 -0.07
C -0.05 0.04 0.02
H -0.02 -0.01 0.00
H 0.01 0.01 0.01
C -0.11 0.11 -0.03
N 0.00 0.29 0.08
C -0.01 0.01 0.01
N -0.03 0.12 -0.07
N 0.16 -0.02 -0.37
O -0.21 -0.86 0.56
H 0.01 0.00 0.01
H -0.01 0.01 0.00
Ce -0.26 0.21 -0.14
H 0.01 0.00 0.00
C 0.01 -0.09 -0.05
H 0.01 0.01 0.00